Entry from the Open Molecules 2025 dataset: a 3-piece molecular cluster, C6H18NO overall in a non-equilibrium geometry (ωB97M-V with the def2-TZVPD basis set).

```
26
Properties=species:S:1:pos:R:3
C 2.44 -1.75 0.55
C 1.18 -1.11 -0.02
C 0.83 0.21 0.66
C -0.33 0.97 -0.15
C -0.09 0.93 -1.61
C -1.76 0.78 0.33
N -0.03 -1.74 0.27
H 2.42 -1.59 1.69
H 3.34 -1.13 0.33
H 2.54 -2.73 0.16
H 1.43 -0.95 -1.05
H 0.34 0.04 1.55
H 1.79 0.88 0.76
H -0.15 2.07 0.20
H -0.35 -0.21 -1.91
H -0.75 1.44 -2.24
H 0.93 1.22 -1.92
H -1.95 -0.39 0.62
H -2.45 1.38 -0.22
H -1.73 0.95 1.42
H -1.42 -4.07 3.33
H -0.07 -2.74 0.40
H -1.48 -3.52 2.84
H -2.00 3.54 -2.65
H -1.18 4.20 -1.54
O -1.49 3.33 -1.80
```

Calculated values
**HOMO**: -13.934 eV
**F_max**: 0.1033 Eh/bohr
**Multiplicity**: 1
**Charge**: +1
**Kohn-Sham gap**: 5.38 eV
**Energy relative to the best compared isomer or geometry (same formula, charge and spin)**: 196.2 kcal/mol